No. 1
{"formula": "C5H8N2", "method": "the ωB97M-V functional and the def2-TZVPD basis", "elements": ["C", "N", "C", "C", "C", "C", "N", "H", "H", "H", "H", "H", "H", "H", "H"], "coordinates": [[1.631157, -1.207759, 0.099876], [1.409801, 1.032812, 0.339424], [0.602651, 1.944095, -0.131541], [-0.692148, 1.423997, -0.344277], [-0.624179, 0.100045, 0.018392], [-1.819431, -0.820908, 0.140414], [0.692283, -0.118398, 0.411113], [2.416924, -0.746858, -0.508577], [1.162141, -1.995330, -0.486131], [2.106979, -1.596912, 1.001596], [1.014989, 2.917388, -0.349089], [-1.561988, 1.954675, -0.703196], [-2.134633, -1.246293, -0.819266], [-2.674042, -0.234902, 0.507773], [-1.678382, -1.640177, 0.850517]], "forces_ev_per_angstrom": [[-0.078, -0.309, 0.066], [-0.083, 0.327, -0.313], [0.038, 0.214, 0.026], [-0.054, 0.036, 0.066], [0.157, 0.144, -0.061], [0.141, -0.078, -0.027], [0.007, 0.107, -0.249], [-0.226, -0.347, 0.097], [-0.159, -0.065, 0.237], [-0.243, -0.106, -0.035], [-0.256, 0.144, 0.159], [0.022, -0.081, 0.167], [0.232, 0.014, 0.100], [0.313, -0.113, -0.093], [0.188, 0.113, -0.139]], "lowdin_charge": [-0.027, 0.026, -0.164, -0.049, -0.272, -0.032, -0.151, 0.081, 0.082, 0.079, 0.098, 0.099, 0.076, 0.079, 0.075], "e_homo_ev": -8.94, "homo_lumo_gap_ha": 0.365, "de_lowest_kj_mol": 109.6, "smiles": "Cc1ccnn1C"}

No. 2
{"formula": "C28H28AuBrN4OS", "method": "the ωB97M-V functional and the def2-TZVPD basis", "elements": ["Au", "C", "C", "C", "C", "N", "C", "C", "C", "C", "C", "C", "C", "H", "H", "H", "H", "H", "H", "H", "H", "C", "C", "C", "C", "C", "Br", "N", "C", "H", "H", "H", "H", "H", "H", "C", "C", "C", "N", "C", "S", "N", "C", "O", "C", "C", "C", "C", "C", "C", "H", "H", "H", "H", "H", "H", "H", "H", "H", "H", "H", "H", "H", "H"], "coordinates": [[-0.552202, 2.236083, -1.182428], [3.952698, 1.593983, -0.847728], [4.412198, 2.904883, -0.810928], [3.515298, 3.955283, -0.888528], [2.144398, 3.686583, -1.000828], [1.745298, 2.412083, -1.042428], [2.588598, 1.400883, -0.969728], [1.096698, 4.707983, -1.022828], [1.360498, 6.079083, -0.882728], [0.324398, 6.987783, -0.798528], [-0.993402, 6.571683, -0.879828], [-1.275002, 5.217583, -1.055428], [-0.241002, 4.321483, -1.131128], [4.622298, 0.750983, -0.778028], [5.469298, 3.100883, -0.709528], [3.873598, 4.972483, -0.857128], [2.156298, 0.410883, -0.981728], [2.376698, 6.437083, -0.825128], [0.543198, 8.035983, -0.656828], [-1.807502, 7.277783, -0.807528], [-2.305102, 4.904983, -1.134828], [-0.057402, 2.291383, 4.750672], [-0.938402, 2.290583, 3.552372], [-2.329002, 2.286983, 3.656872], [-3.124502, 2.215583, 2.524472], [-2.475002, 2.161283, 1.304972], [-3.425902, 1.966983, -0.343728], [-1.162202, 2.221983, 1.183272], [-0.407402, 2.284183, 2.264272], [-0.644102, 2.281083, 5.663472], [0.585198, 3.168683, 4.763472], [0.588798, 1.415583, 4.750372], [-2.787402, 2.333883, 4.632072], [-4.201202, 2.195983, 2.586172], [0.656598, 2.325883, 2.086672], [2.189898, -4.521317, 0.870772], [0.914798, -3.963117, 1.490472], [0.494398, -2.644817, 0.855372], [0.048098, -2.825517, -0.512328], [-0.444402, -1.842917, -1.239028], [-0.518502, -0.305717, -0.491828], [-0.878002, -2.025817, -2.498728], [-1.014802, -3.242917, -3.251028], [-0.852902, -3.187817, -4.432928], [-1.438902, -4.432417, -2.492028], [-1.018902, -5.696117, -2.914128], [-1.485402, -6.826717, -2.260828], [-2.395902, -6.703217, -1.220728], [-2.831702, -5.449817, -0.812928], [-2.355502, -4.312917, -1.442128], [2.456698, -5.452317, 1.360172], [3.014998, -3.825617, 1.003672], [2.073298, -4.722117, -0.192628], [1.084698, -3.775917, 2.552572], [0.100398, -4.685717, 1.409272], [1.341798, -1.950717, 0.853072], [-0.315802, -2.185917, 1.431372], [0.101798, -3.765117, -0.886928], [-1.018902, -1.201117, -3.074928], [-0.330002, -5.777217, -3.741928], [-1.152002, -7.801917, -2.580328], [-2.783902, -7.586417, -0.737528], [-3.554102, -5.354517, -0.016928], [-2.716602, -3.340717, -1.138528]], "forces_ev_per_angstrom": [[1.585, 0.170, 0.886], [-0.257, 0.344, 0.025], [0.012, -0.142, 0.001], [-0.454, -0.145, -0.042], [0.918, 0.614, 0.078], [-2.111, 0.290, -0.513], [0.470, -0.865, 0.101], [0.236, -0.030, -0.004], [-0.232, -0.448, -0.085], [-0.110, 0.225, 0.020], [0.215, -0.219, -0.116], [-0.510, -0.329, -0.058], [0.093, -0.499, 0.273], [-0.011, -0.042, -0.030], [0.065, 0.064, -0.031], [-0.039, 0.033, 0.020], [-0.063, -0.036, -0.077], [0.096, -0.051, 0.028], [0.039, 0.046, -0.019], [-0.031, 0.014, -0.035], [-0.129, -0.109, 0.052], [0.201, 0.038, 0.152], [-0.322, -0.021, -0.310], [0.316, -0.019, -0.146], [-0.060, -0.060, -0.346], [-0.287, 0.012, 0.166], [0.514, 0.309, 0.054], [-0.426, 0.109, -0.921], [0.108, 0.023, 0.510], [-0.001, 0.013, 0.087], [0.052, 0.094, 0.039], [0.038, -0.067, 0.033], [-0.097, -0.027, 0.113], [-0.050, -0.013, 0.017], [0.203, 0.006, 0.072], [-0.184, -0.050, 0.177], [0.133, 0.112, -0.250], [0.115, 0.013, 0.794], [-0.012, 0.008, -0.257], [0.165, 0.169, -0.365], [0.020, 0.950, 0.410], [-0.127, 0.062, -0.404], [-0.007, 0.011, 0.160], [0.079, 0.020, -0.195], [-0.255, -0.419, 0.026], [-0.025, 0.163, 0.167], [0.020, 0.093, -0.065], [0.043, 0.012, -0.049], [0.018, 0.133, -0.051], [0.070, -0.199, -0.102], [0.100, -0.135, -0.045], [0.111, 0.068, -0.043], [0.060, -0.064, -0.128], [-0.111, -0.022, -0.041], [-0.071, -0.018, 0.071], [-0.093, 0.003, 0.074], [0.117, -0.038, -0.074], [-0.159, 0.098, -0.119], [0.101, -0.123, 0.271], [0.024, -0.004, -0.082], [0.005, -0.084, -0.013], [0.002, -0.094, 0.064], [-0.072, -0.034, 0.059], [-0.039, 0.083, 0.014]], "lowdin_charge": [0.880, -0.007, -0.004, 0.036, -0.207, 0.039, -0.111, -0.172, 0.009, -0.034, -0.030, -0.079, -0.125, 0.124, 0.130, 0.121, 0.080, 0.120, 0.126, 0.126, 0.096, -0.025, -0.223, 0.023, -0.053, -0.711, 0.830, -0.074, -0.072, 0.090, 0.096, 0.095, 0.134, 0.121, 0.130, -0.091, -0.227, -0.244, 0.040, -0.727, 0.670, 0.116, -0.379, 0.168, -0.184, 0.003, -0.043, -0.046, -0.055, -0.040, 0.082, 0.079, 0.069, 0.119, 0.114, 0.109, 0.103, 0.140, 0.149, 0.128, 0.117, 0.116, 0.113, 0.119], "charge": 2, "e_homo_ev": -14.08, "homo_lumo_gap_ha": 0.197, "de_lowest_kj_mol": 249.3}

No. 3
{"formula": "C35H49N8O2OsS2SbSi3", "method": "the ωB97M-V functional and the def2-TZVPD basis", "elements": ["Os", "N", "C", "N", "C", "C", "S", "C", "C", "S", "C", "N", "N", "H", "H", "H", "H", "H", "H", "O", "N", "O", "C", "C", "C", "C", "C", "C", "N", "C", "C", "N", "C", "C", "C", "C", "H", "H", "H", "H", "H", "H", "H", "C", "C", "C", "C", "C", "C", "C", "C", "N", "H", "H", "H", "H", "H", "H", "H", "H", "H", "C", "Si", "C", "C", "Sb", "Si", "C", "C", "C", "Si", "C", "C", "C", "H", "H", "H", "H", "H", "H", "H", "H", "H", "H", "H", "H", "H", "H", "H", "H", "H", "H", "H", "H", "H", "H", "H", "H", "H", "H", "H"], "coordinates": [[-0.072478, 0.337633, 0.742107], [-3.042537, 1.532789, -1.494378], [-3.002400, 0.240770, -1.101040], [-1.921652, -0.326602, -0.620055], [-2.151833, -1.667742, -0.354036], [-3.411026, -2.094880, -0.589963], [-4.366454, -0.800556, -1.215439], [-1.036426, -2.463153, 0.150029], [-0.925857, -3.805382, 0.139299], [0.526445, -4.291154, 0.922528], [0.909541, -2.648897, 1.220525], [0.043690, -1.789028, 0.722197], [2.017093, -2.298515, 1.927177], [-2.163709, 1.984180, -1.688206], [-3.848171, 1.878749, -1.987865], [-3.836988, -3.066316, -0.417464], [-1.604027, -4.527511, -0.275313], [2.477263, -3.031650, 2.444862], [1.949655, -1.424758, 2.428829], [3.427087, 6.996127, 0.260577], [2.418523, 6.558882, 0.749373], [1.589100, 7.186155, 1.371104], [2.236251, 5.086318, 0.694683], [3.362549, 4.350368, 0.611871], [3.294398, 2.919168, 0.545249], [4.431398, 2.089262, 0.497231], [4.254864, 0.740320, 0.378721], [2.959295, 0.213871, 0.297172], [1.869165, 0.970614, 0.372968], [2.045141, 2.317133, 0.520467], [0.865559, 3.113613, 0.676945], [-0.288505, 2.403444, 0.755574], [-1.432789, 3.057581, 0.887582], [-1.477165, 4.454448, 0.922762], [-0.318286, 5.184491, 0.863337], [0.915362, 4.505591, 0.750569], [4.322412, 4.847112, 0.580436], [5.420913, 2.523168, 0.549361], [5.093679, 0.063068, 0.327619], [2.798594, -0.835126, 0.116925], [-2.323230, 2.450947, 0.984891], [-2.433091, 4.947181, 1.016139], [-0.344014, 6.260213, 0.918717], [-3.866440, 0.143459, 2.768932], [-2.839953, 0.615960, 3.757606], [-3.209362, 1.050632, 5.016615], [-2.255138, 1.480344, 5.928466], [-0.900854, 1.466840, 5.595641], [-0.472920, 1.049824, 4.353375], [0.988615, 1.010774, 4.018152], [-1.461181, 0.640858, 3.420104], [-1.131472, 0.236602, 2.186557], [-4.603719, -0.488865, 3.261911], [-3.417833, -0.427212, 1.957663], [-4.411428, 0.985201, 2.334919], [-4.255316, 1.045561, 5.291618], [-2.560442, 1.817684, 6.908189], [-0.167899, 1.782529, 6.325859], [1.581146, 1.329552, 4.871324], [1.241453, 1.659155, 3.175043], [1.288476, -0.009448, 3.760253], [5.321093, -2.584792, -5.016692], [5.072046, -1.793168, -3.347225], [5.756084, -2.875550, -1.990173], [5.784227, -0.065708, -3.302995], [2.588133, -1.604650, -2.838991], [1.625901, 0.463814, -3.909609], [-0.140720, 0.503190, -3.294103], [2.558341, 1.978011, -3.319041], [1.643917, 0.320709, -5.767662], [1.453773, -3.629489, -3.859547], [2.126652, -5.075803, -2.887259], [-0.381368, -3.369059, -3.597525], [1.854550, -3.763486, -5.676906], [6.348699, -2.460129, -5.364403], [4.659709, -2.150362, -5.764425], [5.122792, -3.655586, -4.965028], [6.818819, -3.066614, -2.152124], [5.243955, -3.837737, -1.976246], [5.644187, -2.420385, -1.005141], [6.875267, -0.099041, -3.327138], [5.483531, 0.471491, -2.402450], [5.454465, 0.505373, -4.171113], [-0.195640, 0.443017, -2.206168], [-0.706725, -0.341790, -3.686734], [-0.647735, 1.417776, -3.619250], [2.238686, 2.261356, -2.314416], [2.353918, 2.820604, -3.982801], [3.634967, 1.823878, -3.303428], [1.071161, -0.551260, -6.082321], [2.662629, 0.207673, -6.137592], [1.209780, 1.198085, -6.252848], [2.267133, -4.820430, -1.836448], [3.087742, -5.391137, -3.293818], [1.451976, -5.932248, -2.940213], [-0.594492, -2.928944, -2.621792], [-0.916026, -4.318376, -3.667018], [-0.781834, -2.710684, -4.369473], [2.865916, -4.133830, -5.832290], [1.769066, -2.795619, -6.167699], [1.170170, -4.451183, -6.178402]], "forces_ev_per_angstrom": [[-2.209, -0.842, 1.209], [-0.087, 0.163, 0.180], [0.164, 0.111, -0.158], [-0.028, -0.106, -0.114], [-0.089, -0.138, -0.042], [0.088, 0.139, 0.004], [-0.084, -0.135, 0.001], [-0.102, -0.059, -0.197], [0.039, 0.151, 0.074], [-0.029, -0.062, -0.007], [0.249, 0.073, 0.204], [0.139, 0.190, -0.283], [-0.122, 0.016, -0.020], [0.014, -0.043, -0.098], [0.031, -0.017, -0.037], [-0.030, -0.083, -0.006], [-0.055, -0.065, -0.063], [0.032, -0.001, -0.052], [0.011, 0.065, -0.077], [0.067, 0.204, -0.265], [0.210, -0.412, 0.567], [-0.197, 0.178, -0.109], [-0.064, 0.093, -0.185], [-0.123, -0.134, -0.002], [0.264, 0.122, -0.062], [-0.022, 0.302, -0.013], [-0.272, -0.237, -0.189], [0.296, -0.050, -0.324], [-0.072, 0.137, 1.211], [-0.330, 0.294, -0.048], [0.285, -0.374, -0.138], [0.055, 0.017, -0.038], [-0.023, 0.194, 0.122], [-0.079, -0.225, -0.005], [0.182, 0.002, -0.038], [0.029, 0.161, 0.042], [0.004, 0.010, -0.003], [0.024, 0.025, -0.001], [0.035, -0.049, -0.020], [0.040, -0.119, 0.125], [-0.013, 0.052, -0.038], [-0.034, 0.018, 0.021], [0.002, 0.017, -0.005], [-0.048, -0.010, 0.006], [0.036, -0.054, -0.047], [-0.004, -0.010, 0.102], [0.109, -0.058, -0.208], [-0.052, -0.055, 0.176], [0.012, 0.183, -0.074], [0.037, 0.157, -0.046], [-0.355, 0.898, 0.195], [2.133, -0.767, -1.445], [-0.026, 0.024, 0.041], [0.023, 0.003, -0.013], [0.017, 0.031, -0.011], [-0.039, 0.001, 0.022], [-0.017, 0.017, 0.047], [0.007, 0.007, 0.033], [0.009, -0.012, 0.079], [-0.019, -0.078, 0.093], [-0.006, 0.047, -0.024], [0.166, 0.002, 0.008], [-0.220, -0.005, -0.253], [0.125, 0.034, 0.011], [0.085, -0.036, 0.029], [-0.089, 0.034, 0.854], [0.253, -0.350, -0.319], [-0.176, 0.288, -0.087], [-0.125, 0.054, -0.005], [-0.067, 0.222, -0.031], [0.240, 0.286, -0.193], [-0.125, -0.086, 0.019], [-0.065, -0.066, 0.027], [-0.188, -0.182, -0.011], [0.046, -0.007, 0.009], [-0.031, 0.025, -0.051], [-0.045, -0.051, -0.020], [0.042, -0.017, 0.003], [-0.030, -0.056, 0.013], [-0.024, 0.017, 0.034], [0.038, -0.007, -0.003], [-0.005, 0.045, 0.031], [-0.022, 0.043, -0.028], [0.082, 0.026, 0.037], [-0.027, -0.071, -0.003], [0.006, 0.023, -0.024], [0.013, 0.023, 0.093], [-0.019, 0.053, 0.004], [0.064, -0.025, -0.012], [-0.015, -0.052, -0.034], [0.055, -0.030, -0.030], [-0.012, 0.022, -0.011], [-0.003, -0.007, 0.032], [0.069, 0.002, 0.013], [-0.007, -0.066, -0.029], [0.008, -0.002, 0.003], [-0.046, -0.047, -0.033], [-0.027, 0.045, -0.021], [0.079, 0.012, -0.004], [-0.002, 0.050, -0.039], [-0.010, -0.048, -0.026]], "lowdin_charge": [1.443, 0.127, -0.697, -0.032, -0.368, -0.311, 1.122, -0.340, -0.311, 1.135, -0.672, -0.083, 0.117, 0.089, 0.114, 0.092, 0.097, 0.114, 0.071, 0.129, -0.338, 0.105, -0.045, 0.099, -0.114, 0.044, -0.007, -0.144, -0.068, -0.175, -0.146, -0.064, -0.094, 0.007, 0.053, -0.040, 0.146, 0.140, 0.122, 0.028, 0.108, 0.127, 0.121, -0.022, -0.188, -0.020, -0.015, -0.021, -0.191, -0.033, -0.276, -0.054, 0.097, 0.049, 0.095, 0.127, 0.121, 0.123, 0.091, 0.059, 0.064, -0.221, 0.267, -0.232, -0.227, 0.879, 0.256, -0.246, -0.200, -0.218, 0.274, -0.229, -0.223, -0.213, 0.041, 0.024, 0.028, 0.041, 0.023, 0.014, 0.041, 0.001, 0.030, -0.032, 0.027, 0.038, 0.005, 0.042, 0.008, 0.018, 0.033, 0.039, -0.002, 0.032, 0.036, -0.006, 0.039, 0.029, 0.021, 0.014, 0.041], "charge": 2, "e_homo_ev": [-11.57, -11.57], "homo_lumo_gap_ha": [0.178, 0.177], "de_lowest_kj_mol": 94.2}